Record 1
{
  "formula": "C4H7N3",
  "method": "the ωB97M-V functional and the def2-TZVPD basis",
  "spin_multiplicity": 1,
  "total_energy_ha": -320.8119,
  "total_charge": 0,
  "smiles": "CCc1c[nH]nn1",
  "orbital_gap_ev": 9.773,
  "e_above_lowest_kcal_mol": 44.8,
  "symbols": ["C", "C", "C", "C", "N", "N", "N", "H", "H", "H", "H", "H", "H", "H"],
  "xyz": [[0.76194, -0.57349, 1.99501], [0.33275, -0.90543, 0.54880], [-0.44156, 0.11368, -0.21657], [-0.74903, -0.03414, -1.55273], [-0.79888, 1.24279, -1.99117], [-0.54652, 2.11595, -1.02182], [-0.30344, 1.43318, 0.05881], [1.53160, -1.27076, 2.34774], [1.16852, 0.43831, 2.04824], [-0.04506, -0.61389, 2.75022], [1.01673, -0.67806, -0.32726], [-0.01091, -1.94353, 0.43964], [-0.89465, -0.91318, -2.16934], [-1.02150, 1.58858, -2.90957]],
  "forces_ev_per_a": [[0.1, 0.1, -0.3], [0.4, 0.2, -0.6], [-0.7, 0.2, -0.1], [-0.6, 0.3, 0.2], [-0.3, 0.1, -0.2], [-0.1, 0.1, -0.1], [-0.4, 0.0, -0.2], [-0.1, 0.1, -0.2], [0.0, -0.1, -0.1], [0.0, -0.1, -0.7], [1.7, -1.7, 2.2], [-0.2, 0.4, -0.1], [0.0, 0.3, 0.1], [0.0, 0.0, 0.0]],
  "mulliken_charge": [-1.06, -0.26, 0.25, -0.37, 0.26, -0.72, -0.14, 0.33, 0.31, 0.29, 0.18, 0.30, 0.42, 0.22]
}

***

Record 2
{
  "formula": "C3H6N2S2",
  "method": "the ωB97M-V functional and the def2-TZVPD basis",
  "spin_multiplicity": 1,
  "total_energy_ha": -1023.7541,
  "total_charge": 0,
  "smiles": "C/C(=N\\N)C(=S)S",
  "orbital_gap_ev": 8.092,
  "e_above_lowest_kcal_mol": 30.6,
  "symbols": ["C", "C", "N", "N", "C", "S", "S", "H", "H", "H", "H", "H", "H"],
  "xyz": [[0.21628, -1.45397, 0.08975], [-0.27976, -0.04115, 0.03337], [0.51605, 0.97140, -0.01280], [1.84411, 0.74802, 0.04302], [-1.73648, 0.26273, 0.01258], [-2.88769, -0.90032, -0.03001], [-2.26083, 1.93325, 0.04048], [0.72055, -1.71407, -0.80225], [0.93450, -1.56230, 0.90567], [-0.61053, -2.14574, 0.25865], [2.18506, -0.13175, -0.34516], [2.37278, 1.55279, -0.28345], [-1.01403, 2.48109, 0.09016]],
  "forces_ev_per_a": [[-0.7, 0.3, 1.2], [0.2, 0.4, -0.1], [-0.3, -0.3, 0.1], [0.5, 0.0, -0.3], [-0.2, 0.0, 0.1], [0.2, 0.2, 0.0], [0.5, -0.1, 0.0], [0.5, -0.4, -1.2], [0.0, 0.1, 0.1], [0.2, 0.1, -0.1], [-0.1, 0.2, 0.2], [-0.3, -0.3, 0.2], [-0.5, -0.2, 0.0]],
  "mulliken_charge": [-1.55, 0.76, -0.25, -0.60, 0.33, -0.31, -0.19, 0.40, 0.39, 0.35, 0.22, 0.26, 0.19]
}

***

Record 3
{
  "formula": "C5H8N",
  "method": "the ωB97M-V functional and the def2-TZVPD basis",
  "spin_multiplicity": 3,
  "total_energy_ha": -249.4125,
  "s_squared": 2.009,
  "total_charge": 1,
  "orbital_gap_ev": [6.430, 7.507],
  "e_above_lowest_kcal_mol": 177.9,
  "symbols": ["C", "C", "C", "C", "C", "N", "H", "H", "H", "H", "H", "H", "H", "H"],
  "xyz": [[-0.12115, -1.90297, -0.15376], [-1.03249, -1.10690, -0.02809], [-0.60173, 0.91136, -0.37927], [0.57628, -0.38739, -0.60444], [1.72957, -0.16476, 0.36768], [-1.75961, 0.10724, 0.26428], [-0.16409, 1.57046, 0.33336], [-0.87998, 1.31309, -1.34806], [0.80579, -0.43193, -1.62957], [1.39655, -0.45374, 1.42364], [1.96858, 0.93588, 0.43018], [2.60533, -0.80634, 0.16248], [-2.71569, 0.30199, -0.12585], [-1.80734, 0.11400, 1.28742]],
  "forces_ev_per_a": [[4.7, 1.8, -1.5], [-11.3, -2.5, 1.7], [1.7, -1.8, -0.6], [1.4, 0.9, 1.8], [-0.3, 0.8, 1.5], [2.1, 0.3, -0.4], [0.2, 0.7, 0.2], [0.0, 0.1, 0.2], [0.3, 0.1, -1.3], [0.3, 0.4, -1.3], [0.3, -1.2, -0.2], [-0.4, 0.6, -0.2], [1.2, -0.9, 0.1], [-0.2, 0.6, 0.2]],
  "mulliken_charge": [0.04, -0.36, -0.66, 0.12, -1.20, 0.04, 0.38, 0.33, 0.49, 0.32, 0.34, 0.36, 0.38, 0.42]
}

***

Record 4
{
  "formula": "C4H15N2O",
  "method": "the ωB97M-V functional and the def2-TZVPD basis",
  "spin_multiplicity": 2,
  "total_energy_ha": -345.9736,
  "s_squared": 0.754,
  "total_charge": 0,
  "orbital_gap_ev": [8.780, 6.774],
  "e_above_lowest_kcal_mol": 63.8,
  "symbols": ["N", "C", "C", "N", "C", "C", "H", "H", "H", "H", "H", "H", "H", "H", "H", "H", "H", "H", "H", "H", "H", "O"],
  "xyz": [[0.79123, 1.19704, -0.84137], [-0.45590, 0.97300, -1.54026], [-0.89450, -0.48141, -1.55583], [-1.21934, -0.93525, -0.19198], [-0.72818, -0.26527, 1.01587], [-1.85098, -2.30802, -0.12122], [4.89606, 0.43221, 1.90108], [1.65620, 0.91211, -1.35068], [5.20107, -0.03498, 2.45333], [-1.29024, 1.48605, -0.99346], [-0.49985, 1.26780, -2.58119], [-1.80726, -0.63338, -2.15258], [-0.00926, -1.05601, -1.96116], [-0.58941, 0.77922, 0.79247], [-1.38539, -0.34164, 2.01596], [0.26221, -0.51693, 1.37531], [-2.09902, -2.48078, 1.04235], [-2.69643, -2.33742, -0.71074], [-1.23558, -3.17919, -0.38932], [1.22727, 1.96354, 0.59256], [1.59326, 3.21387, 1.66672], [1.13404, 2.34545, 1.53413]],
  "forces_ev_per_a": [[0.5, 0.0, -1.2], [-1.1, 0.4, 0.7], [1.1, -1.3, 1.7], [-1.0, -1.4, 0.2], [-0.9, -0.2, 1.3], [2.3, 1.3, 4.2], [0.5, -0.8, 1.0], [-1.1, -0.1, -0.1], [-0.5, 0.8, -1.0], [0.9, 0.0, -0.4], [0.5, 0.5, -0.3], [0.5, 0.2, -0.2], [-0.9, 0.1, -0.1], [-0.5, 0.3, 0.3], [0.8, 0.0, -2.6], [0.5, -0.8, -0.1], [0.2, 0.4, -2.7], [-2.1, 0.0, -1.1], [0.4, 0.4, -0.1], [-0.2, 1.1, 1.4], [-0.6, -1.4, -0.7], [0.7, 0.6, -0.3]],
  "mulliken_charge": [-0.42, -0.86, -0.41, 0.11, -0.85, -0.94, -0.06, 0.19, 0.06, 0.35, 0.41, 0.39, 0.27, 0.26, 0.29, 0.29, 0.25, 0.34, 0.30, 0.46, 0.28, -0.69]
}

***

Record 5
{
  "formula": "C5H4NO",
  "method": "the ωB97M-V functional and the def2-TZVPD basis",
  "spin_multiplicity": 1,
  "total_energy_ha": -322.3878,
  "total_charge": 1,
  "smiles": "C#Cc1c(C)[n+]1=O",
  "orbital_gap_ev": [9.270, 9.271],
  "e_above_lowest_kcal_mol": 108.1,
  "symbols": ["C", "C", "C", "C", "C", "N", "O", "H", "H", "H", "H"],
  "xyz": [[2.33805, 2.13454, 0.08845], [1.60682, 1.13778, -0.16393], [0.71228, 0.10767, -0.17482], [-0.53135, -0.46895, 0.06789], [-1.94636, -0.54535, 0.01546], [0.58022, -1.27884, -0.01615], [1.19428, -2.30357, -0.01049], [3.02327, 2.87137, 0.38990], [-2.33699, -0.76447, -0.93675], [-2.37747, 0.36778, 0.10482], [-2.26276, -1.25796, 0.63561]],
  "forces_ev_per_a": [[-3.5, -5.2, -1.1], [3.3, 4.8, 0.9], [-1.6, -1.4, 1.3], [2.5, -0.2, -1.7], [1.3, 0.7, -1.5], [1.1, 1.0, -0.3], [-0.8, 0.2, 0.1], [0.5, 0.7, 0.0], [0.2, -1.0, -1.8], [-1.2, 2.9, 1.3], [-1.6, -2.7, 2.8]],
  "mulliken_charge": [0.03, -0.21, 0.26, 0.57, -1.20, 0.38, -0.45, 0.45, 0.39, 0.39, 0.39]
}

***

Record 6
{
  "formula": "C27H45N2O7PS",
  "method": "the ωB97M-V functional and the def2-TZVPD basis",
  "spin_multiplicity": 1,
  "total_energy_ha": -2431.5266,
  "total_charge": 0,
  "smiles": "CC(C)C[C@H](C)COc1cc2nccnc2cc1[PH2]=S.CCOC(C)=O.CCOC(C)=O.CCOC(C)=O",
  "orbital_gap_ev": 7.969,
  "symbols": ["C", "C", "C", "C", "C", "C", "C", "O", "C", "C", "C", "N", "C", "C", "N", "C", "C", "C", "P", "S", "H", "H", "H", "H", "H", "H", "H", "H", "H", "H", "H", "H", "H", "H", "H", "H", "H", "H", "H", "H", "H", "C", "C", "O", "C", "C", "O", "H", "H", "H", "H", "H", "H", "H", "H", "C", "C", "O", "C", "C", "O", "H", "H", "H", "H", "H", "H", "H", "H", "C", "C", "O", "C", "C", "O", "H", "H", "H", "H", "H", "H", "H", "H"],
  "xyz": [[-1.21098, -0.01928, -5.76746], [-0.04249, 0.14455, -4.73298], [0.03470, 1.57793, -4.16269], [1.27882, -0.38473, -5.35533], [2.54954, -0.19497, -4.49030], [3.73293, -0.95709, -5.14583], [2.34831, -0.52342, -2.98296], [3.42650, -1.29389, -2.38931], [2.87680, -2.42355, -1.81545], [2.70730, -3.55520, -2.55417], [2.10886, -4.74270, -2.02312], [1.98784, -5.83150, -2.84197], [1.40402, -6.83289, -2.22343], [0.93005, -6.80436, -0.86964], [1.06081, -5.77043, -0.07210], [1.68032, -4.71451, -0.68125], [1.89639, -3.53430, 0.09039], [2.47261, -2.39963, -0.42587], [2.65825, -0.97978, 0.71113], [1.79872, 0.67538, 0.14761], [-0.88102, 0.23573, -6.78438], [-2.04000, 0.61690, -5.42051], [-1.52132, -1.07626, -5.70060], [-0.32917, -0.51274, -3.88874], [0.69442, 1.66605, -3.28225], [-0.97660, 1.83067, -3.79177], [0.33472, 2.34021, -4.90202], [1.14558, -1.48161, -5.48257], [1.38847, 0.04793, -6.36296], [2.82589, 0.87706, -4.56079], [4.71191, -0.60716, -4.78327], [3.75129, -0.80352, -6.24090], [3.60528, -2.03786, -4.98192], [1.41417, -1.10644, -2.89724], [2.17089, 0.41437, -2.44548], [3.02644, -3.57088, -3.60005], [1.26779, -7.76250, -2.79023], [0.43117, -7.69555, -0.47277], [1.55527, -3.52637, 1.12918], [4.03330, -0.83391, 1.03529], [2.05157, -1.37911, 1.93093], [-2.84301, 0.43544, 3.48556], [-3.63563, -0.11485, 2.31952], [-3.88572, 0.89403, 1.33322], [-3.02253, 1.20926, 0.34809], [-1.60368, 0.70282, 0.42506], [-3.37722, 1.94633, -0.53301], [-1.85593, 0.78300, 3.17557], [-2.71432, -0.32582, 4.25538], [-3.35971, 1.28959, 3.92105], [-3.16546, -0.99185, 1.87030], [-4.61664, -0.43589, 2.67088], [-0.98102, 1.45355, 0.90808], [-1.24320, 0.53968, -0.58843], [-1.50008, -0.24620, 0.94588], [6.97994, 2.64951, 3.33719], [6.08045, 1.97086, 2.32477], [5.03332, 1.23572, 2.96590], [3.86288, 1.78317, 3.35352], [3.72986, 3.28468, 3.39202], [2.97442, 1.06934, 3.72766], [6.43416, 3.38369, 3.93075], [7.80656, 3.15575, 2.83709], [7.38679, 1.91541, 4.03377], [5.67374, 2.66966, 1.59204], [6.65809, 1.23654, 1.76357], [3.97064, 3.63802, 4.39432], [2.69746, 3.53933, 3.16081], [4.34854, 3.80274, 2.66302], [-7.97856, 1.70240, 2.38959], [-8.19320, 1.45946, 3.86974], [-6.98046, 1.05546, 4.51291], [-6.05917, 1.91725, 4.98242], [-6.13596, 3.36863, 4.57699], [-5.15119, 1.50414, 5.65157], [-7.27392, 2.51545, 2.21307], [-8.92178, 1.95117, 1.90138], [-7.56160, 0.81274, 1.91631], [-8.63493, 2.32016, 4.37508], [-8.88973, 0.63214, 4.00336], [-5.51306, 3.52489, 3.69620], [-5.75292, 3.97178, 5.39804], [-7.14553, 3.72018, 4.37755]],
  "forces_ev_per_a": [[0.6, -0.1, 1.2], [-0.1, 0.0, -0.3], [-0.4, -0.1, 0.2], [-0.6, -0.6, 0.9], [1.0, 0.7, -0.8], [-0.3, 0.0, -0.1], [-0.8, 0.2, -1.1], [-0.9, -0.1, 0.2], [0.3, 0.3, 0.7], [0.0, -0.4, -0.4], [0.6, 1.1, -0.3], [-0.5, -0.2, 1.3], [-0.1, -0.5, -0.3], [0.0, -0.1, 0.1], [0.2, -0.3, -1.1], [-0.1, 0.3, 0.5], [-0.1, 0.2, 0.2], [0.2, -0.6, -0.1], [-0.4, 0.8, -0.1], [0.2, 0.1, 0.0], [-0.3, 0.0, 0.3], [0.1, -0.3, -0.5], [-0.1, 0.4, -0.5], [0.2, 0.3, -0.2], [-0.1, -0.1, -0.5], [0.4, 0.1, -0.2], [-0.1, -0.3, 0.2], [0.0, 0.4, -0.2], [0.3, 0.0, 0.4], [-0.2, -0.4, 0.1], [-0.4, -0.4, 0.1], [-0.2, 0.0, 0.4], [0.3, 0.3, 0.0], [0.4, 0.1, 0.1], [0.4, -0.5, 0.2], [-0.1, 0.0, 0.4], [0.0, 0.4, 0.2], [0.2, 0.3, -0.1], [0.1, -0.3, -0.3], [-0.3, -0.3, -0.1], [0.5, -0.5, -0.4], [0.2, 0.2, -0.1], [0.2, -0.1, 0.3], [-0.5, 0.0, -0.1], [0.4, 0.1, 0.0], [-0.2, -0.5, -0.2], [-0.2, 0.0, 0.1], [0.0, -0.1, 0.0], [-0.1, 0.0, 0.0], [-0.1, -0.1, 0.1], [0.1, 0.1, -0.1], [-0.1, 0.1, -0.1], [0.0, 0.0, 0.0], [0.0, 0.3, 0.0], [0.1, 0.1, 0.2], [-0.1, 0.1, 0.2], [0.2, 0.2, 0.1], [-0.1, -0.4, -0.2], [-0.1, 0.4, 0.2], [-0.1, 0.2, -0.5], [0.1, -0.3, -0.1], [0.0, 0.1, -0.1], [0.0, 0.0, 0.0], [0.0, 0.0, -0.1], [-0.1, 0.0, 0.1], [-0.1, -0.1, 0.1], [0.0, 0.0, 0.0], [0.0, -0.1, 0.2], [0.1, 0.0, 0.1], [0.1, 0.1, 0.0], [-0.1, 0.1, -0.3], [-0.1, -0.4, 0.3], [0.2, 0.3, -0.2], [-0.4, 0.2, 0.3], [-0.2, -0.2, 0.0], [-0.1, 0.0, 0.0], [0.0, 0.0, 0.0], [-0.1, 0.0, 0.0], [0.1, 0.0, 0.0], [0.2, -0.1, 0.1], [0.0, 0.0, 0.0], [0.2, -0.1, -0.1], [0.0, -0.1, -0.2]],
  "mulliken_charge": [-1.47, 1.19, -1.49, -1.46, 0.78, -1.47, -0.76, -0.55, 0.17, -0.27, 0.29, -0.63, -0.23, -0.27, -0.62, 0.23, -0.54, 0.70, 0.31, -0.38, 0.33, 0.38, 0.37, 0.04, 0.29, 0.47, 0.29, 0.24, 0.51, 0.33, 0.34, 0.43, 0.22, 0.54, 0.05, 0.39, 0.39, 0.40, 0.32, 0.08, 0.04, -0.83, -0.40, -0.39, 0.52, -0.44, -0.60, 0.28, 0.36, 0.17, 0.37, 0.33, 0.24, 0.07, 0.29, -1.02, -0.39, -0.36, 0.83, -1.09, -0.53, 0.27, 0.36, 0.30, 0.35, 0.35, 0.28, 0.29, 0.36, -0.91, -0.42, -0.37, 0.82, -1.03, -0.56, 0.27, 0.37, 0.25, 0.35, 0.32, 0.25, 0.34, 0.35]
}